No. 1
Here is C38H47BN10OsS3 as an isolated structure at a distorted geometry from the OMol25 dataset. Energies are from ωB97M-V/def2-TZVPD.

```
! wB97M-V def2-TZVPD RIJCOSX def2/J DEFGRID3
* xyz 2 5
Os -0.9470 -0.2284 1.5966
S 3.5783 -0.1983 0.5611
S -1.1835 -1.1971 -3.3471
S -2.7376 -0.2700 0.2109
N -1.5181 1.6590 2.2523
N 0.4070 0.3623 2.9151
N -2.9669 1.3038 -1.9085
N 1.3645 -2.2582 -3.2489
N 1.0740 -0.4099 -2.0322
N 1.7006 1.4811 -0.4200
N -1.0233 -1.6547 2.9021
N 3.6321 2.5171 0.1004
N 0.6795 1.6374 2.9360
N -0.8274 1.2641 -1.1946
C -0.4330 2.3183 2.6316
C 2.7252 3.4504 -0.2438
C 2.0615 -0.6647 4.5434
C 5.0876 2.7924 0.5405
C 2.4594 -4.2166 -4.5468
C 2.1092 -1.5974 5.5679
C 0.0235 -2.5567 4.9478
C -1.7242 4.3677 2.7746
C -2.1236 0.8477 -0.9490
C 1.1995 -3.3068 -4.3975
C 1.5747 2.8458 -0.5177
C 0.0010 -4.2158 -4.1172
C 2.9801 1.2795 0.1214
C -4.2576 -3.2919 3.2848
C -0.4694 3.7575 2.7897
C -3.2908 -2.2859 3.1902
C 5.4738 4.2039 0.0505
C -3.9356 -4.6183 2.9758
C 5.0596 2.6549 2.0724
C 2.6090 -1.8935 -2.6752
C 1.1557 -2.6050 5.7765
C -1.6976 -4.0064 2.5093
C -2.7193 2.2375 2.2795
C -4.9202 -0.3443 -2.1276
C -0.9255 2.1373 -2.2701
C 6.1019 1.7441 -0.0013
C -1.9884 -2.6780 2.8497
C 0.9374 -0.6284 3.6880
C -2.2116 2.1762 -2.7289
C 0.4063 -1.3894 -2.8239
C -2.7137 -4.9443 2.5596
C 0.9536 -2.3858 -5.6526
C -0.0781 -1.6514 3.8796
C -5.1566 1.8239 -0.8330
C -4.4652 1.1266 -1.9990
C -4.8323 1.8130 -3.3387
C -2.8919 3.5771 2.5714
C 2.4276 -0.7141 -2.0573
B 0.5524 0.4923 -0.8158
H 0.0068 -4.6318 -3.0845
H 0.0075 -5.0806 -4.7572
H -5.9639 -0.3130 -2.5226
H -1.7775 5.4575 2.7422
H 2.3055 -4.7981 -5.4806
H -0.7527 -4.3074 2.1104
H 3.0512 4.4902 -0.2844
H 2.9210 -1.5108 6.2864
H 2.8081 0.1522 4.5739
H 4.2891 3.3211 2.4408
H 0.3509 -0.2455 0.1420
H -3.9025 4.0355 2.6480
H -6.1962 1.7200 -1.0644
H 6.0878 2.8875 2.4449
H 3.3846 -3.5889 -4.6862
H -4.3402 -0.9898 -2.7986
H 5.0845 4.4626 -0.9436
H -4.7214 -5.3594 3.0596
H -0.0308 2.5972 -2.6271
H -4.2181 1.4105 -4.1900
H -2.6894 2.7219 -3.5417
H -5.2444 -3.0364 3.6164
H 1.6890 -1.5708 -5.7078
H -4.9628 1.3410 0.1383
H -3.5470 -1.2369 3.4685
H 5.0204 4.8814 0.7898
H 5.9497 1.5102 -1.0624
H 3.4857 -2.5046 -2.7688
H 0.4549 4.2539 3.0108
H 2.5511 -4.9633 -3.7656
H 3.1697 0.0060 -1.7169
H -4.9335 2.9032 -0.8165
H 0.6984 3.3217 -0.9098
H -4.5005 2.8786 -3.3677
H -5.9255 1.7104 -3.5287
H 4.7701 1.6570 2.3485
H -3.4641 1.5390 2.0219
H -0.9862 -3.6717 -4.2933
H -2.4697 -5.9534 2.1598
H 6.5522 4.3462 0.1600
H 1.0336 -3.0079 -6.5681
H -0.0633 -1.9385 -5.5470
H -0.8168 -3.2205 5.1135
H 7.0887 2.1979 0.1261
H 1.3075 -3.4770 6.4145
H 6.1067 0.8016 0.5498
H -4.9648 -0.8575 -1.1646
*
```

For the highest occupied orbital energy (alpha / beta), the calculation gives -0.4427 / -0.4388 hartree. The orbital gap (alpha / beta) comes out at 0.2057 / 0.1555 Eh.

Mulliken population analysis, charges in e, atoms 1 to 99: 2.149 -0.243 -0.209 -0.377 -0.283 0.880 0.866 0.231 0.189 0.687 0.614 0.549 -1.140 1.009 0.900 -1.516 -0.726 1.083 -1.764 -0.489 -0.493 -0.296 -0.064 1.013 -0.740 -1.459 -0.412 -0.890 -1.057 0.353 -1.826 -0.519 -1.420 -0.945 -0.801 0.148 -0.134 -1.394 -1.177 -1.624 -0.935 0.031 -0.976 0.306 -0.699 -1.327 0.891 -1.276 0.724 -1.874 -0.993 -1.272 -1.025 0.363 0.491 0.469 0.436 0.455 0.540 0.639 0.406 0.436 0.357 0.375 0.411 0.575 0.447 0.472 0.217 0.421 0.415 0.825 0.416 0.585 0.457 0.336 0.167 0.414 0.453 0.341 0.554 0.574 0.388 1.382 0.295 0.903 0.402 0.433 0.370 0.561 0.295 0.345 0.380 0.440 0.338 0.509 0.485 0.412 0.364

No. 2
Here is a 11-piece molecular cluster, C27H40Cl30O4S overall at a distorted geometry from the OMol25 dataset. Energies are from ωB97M-V/def2-TZVPD.

```
! wB97M-V def2-TZVPD RIJCOSX def2/J DEFGRID3
* xyz 0 1
Cl -3.4029 0.6369 3.8287
Cl -12.9349 -2.9665 1.9174
Cl -2.7106 -4.4420 -1.2853
Cl 4.9308 3.3274 3.6636
Cl -7.7022 -1.1221 -4.3604
Cl -14.5500 -1.6488 -0.1128
Cl -6.6524 1.0842 -2.7796
Cl -4.8676 -3.1695 0.1984
Cl -1.0021 -1.8805 -5.4830
Cl -11.0231 -4.9521 0.0672
Cl -3.6621 -1.8089 -2.0754
Cl 5.7179 3.5109 6.4593
Cl 0.1569 0.7882 -5.5518
Cl 0.3561 6.0787 6.1558
Cl 6.3075 0.1968 8.3709
Cl 4.8628 0.9593 5.3523
Cl -2.5878 0.3705 -6.4240
Cl 8.6332 0.8925 6.7662
Cl 1.9288 4.5056 4.2794
Cl -15.6682 -3.8416 1.4387
Cl -2.4584 3.2885 3.0892
Cl -10.0937 -2.2951 -0.6686
Cl 8.9096 0.5029 9.6371
Cl -0.7244 1.4891 4.5798
Cl 0.3647 6.7676 3.3282
Cl -8.1929 -1.7798 -8.9757
Cl -10.1456 -0.1721 -7.5370
Cl -8.3549 -4.0805 0.8335
Cl -10.5724 -3.0320 -7.8634
Cl -6.8500 -1.5742 -1.6153
S 7.0883 -2.7055 -2.7188
O 7.5040 -1.0749 -2.6267
O 7.6314 -3.5517 -3.8385
O 5.5626 -2.7560 -2.7663
O 7.5859 -3.0914 -1.1241
C -2.3946 2.0090 4.3116
C -14.2017 -3.1818 0.6998
C 3.3326 1.8733 0.4079
C 1.8049 2.2909 0.0949
C -1.1543 -1.3456 0.6675
C 1.2737 1.8612 -1.3798
C 6.9523 -0.6094 -1.3398
C 7.1032 -1.9213 -0.4002
C 7.9374 -1.8452 0.9660
C -10.0273 -3.5723 0.5548
C 8.6534 -1.8330 2.0768
C -9.3643 -1.7562 -7.6491
C 4.4206 2.9795 -0.1111
C 5.8990 2.3487 0.2339
C 0.4473 5.4473 4.5045
C -0.3975 -2.1062 -0.5361
C 7.7398 0.7507 -0.9632
C -0.2965 1.5003 -1.2368
C 6.6623 1.9687 -1.1453
C -0.9651 -0.3318 -6.3393
C -7.5828 -0.4207 -2.7387
C 5.6970 2.4834 5.0175
C -0.1281 -0.5574 1.6755
C -0.7706 0.1654 -2.0154
C -4.1199 -3.3764 -1.3941
C 7.8453 1.0713 8.3422
C 0.1245 -1.1508 -1.7372
H 0.0679 -1.7938 -2.7120
H -1.6377 -2.1818 1.3271
H 7.1429 2.9241 -1.5945
H 5.8015 -0.4198 -1.3017
H 9.1527 -2.0716 3.0957
H 6.7269 2.2574 4.7423
H 7.6413 2.1292 8.5052
H 1.2425 -0.9530 -1.5581
H -0.4056 4.7889 4.3413
H -2.0178 -0.6579 0.3450
H 6.4977 3.1032 0.8754
H -8.8311 -1.9422 -6.7176
H -0.2011 -1.0364 2.7244
H -0.9908 -2.9824 -1.0003
H -1.8838 -0.0236 -1.7235
H 1.6976 3.4439 0.2301
H 8.2373 0.7310 0.0724
H -8.5893 -0.1926 -2.3886
H 3.5828 0.8486 -0.0824
H -4.8494 -3.8392 -2.0584
H 3.5389 1.7675 1.5530
H -10.4248 -3.1748 1.4872
H 1.9133 1.0620 -1.9019
H 0.5575 -2.5899 -0.0644
H 0.9521 -0.6338 1.2712
H -0.6150 -0.5100 -7.3555
H 4.2294 3.9751 0.4398
H 5.8347 1.6497 -1.9044
H -0.4614 0.5520 1.8144
H 6.0351 -2.1650 -0.0141
H -13.8434 -3.8917 -0.0455
H 8.5373 0.9182 -1.7969
H -0.8822 2.3861 -1.7269
H 1.1499 1.8279 0.9418
H -0.7759 0.3372 -3.1659
H -2.7842 2.4086 5.2474
H -0.6711 1.4432 -0.1515
H 5.7789 1.3706 0.8329
H 1.3589 2.8198 -2.0432
H 4.3125 3.1197 -1.2651
*
```

For the highest occupied orbital energy, the calculation gives -0.3711 hartree. The orbital gap comes out at 0.3764 Eh.

Mulliken population analysis, charges in e, atoms 1 to 99: -0.104 -0.121 -0.177 -0.104 -0.127 -0.123 -0.113 -0.130 -0.091 -0.121 0.069 -0.123 -0.112 -0.137 -0.097 -0.116 -0.120 -0.116 -0.020 -0.124 -0.136 -0.073 -0.134 -0.076 -0.135 -0.122 -0.119 -0.123 -0.125 0.010 1.049 -0.461 -0.550 -0.541 -0.346 -0.118 0.183 -0.432 -0.057 -0.027 -0.627 0.413 0.639 -0.566 0.104 -0.506 0.490 -0.549 -0.219 0.532 -0.014 -0.772 -0.384 -0.755 -0.008 -0.045 0.040 -0.179 0.217 -0.233 0.088 0.041 0.052 0.319 0.361 0.239 0.377 0.285 0.254 0.213 -0.245 0.142 0.243 -0.116 0.373 -0.664 -0.153 0.279 0.357 0.261 0.039 0.504 0.143 0.196 0.327 0.308 0.066 0.346 0.275 0.302 -0.301 0.238 0.194 0.310 0.430 -0.106 -0.367 0.407 -0.002

No. 3
Here is an isolated ion of composition C21H33N6O3 and charge +1 at a distorted geometry from the OMol25 dataset. Energies are from ωB97M-V/def2-TZVPD.

```
! wB97M-V def2-TZVPD RIJCOSX def2/J DEFGRID3
* xyz 1 1
O 3.4860 1.5692 -0.0539
O 2.6016 3.6234 1.5912
O -0.1154 3.5172 2.5031
N 0.2340 -3.7939 0.8111
N -0.0121 -2.3169 -1.2870
N 0.1395 -2.5647 -2.5828
N -0.8887 -0.7264 -2.4259
N -1.0705 -1.5138 1.2416
N -0.3670 -1.6357 -3.2584
C -1.1527 -3.9846 1.2686
C 3.5850 4.1427 0.7141
C 1.7741 2.6167 1.1882
C 2.1880 1.5526 0.3585
C 0.9501 -5.0531 0.6050
C 0.5366 4.7036 2.9161
C -0.6550 -1.1644 -1.1691
C -3.0989 0.0759 -3.1573
C -1.9338 -2.6648 1.0920
C 0.0037 -1.7422 2.1641
C -1.5111 1.6989 -2.2435
C 1.3026 0.5380 0.0156
C 3.9363 0.6009 -0.9701
C -0.4107 1.5783 1.3208
C 0.9546 -2.8799 1.7196
C -1.5977 0.3851 -3.0304
C 0.4554 2.6131 1.6806
C -2.9285 2.0005 -1.7228
C -3.7422 0.7210 -1.9334
C -0.9882 -0.5508 0.1572
C -0.0031 0.5532 0.4923
H -3.2939 -0.9931 -3.2366
H -0.7924 1.6222 -1.4298
H 0.7677 5.3507 2.0681
H 0.4499 -5.6408 -0.1621
H -1.1689 2.4958 -2.9011
H 4.9647 0.8749 -1.1979
H -1.1407 -4.2946 2.3163
H -1.1404 0.4640 -4.0198
H 0.1717 -3.2339 -0.1650
H -3.3689 2.8081 -2.3053
H -3.4698 0.5533 -4.0632
H 3.2027 4.2394 -0.3042
H 0.5674 -0.8219 2.3056
H -2.4085 -2.6408 0.1091
H 1.6399 -0.2689 -0.6144
H -3.6737 0.0589 -1.0680
H -1.4127 1.6105 1.7152
H 0.9877 -5.6299 1.5294
H -2.9148 2.3124 -0.6802
H 4.4856 3.5278 0.7090
H 1.8156 -2.4805 1.1812
H -1.9819 -0.0920 0.0720
H 3.9238 -0.4042 -0.5361
H -0.1836 5.2014 3.5645
H 1.9660 -4.8454 0.2750
H 3.8219 5.1308 1.1082
H -2.7319 -2.6288 1.8456
H -4.7960 0.9339 -2.0983
H 1.3130 -3.4320 2.5915
H 3.3493 0.6115 -1.8937
H -0.4506 -2.0027 3.1255
H -1.6188 -4.7760 0.6808
H 1.4487 4.4906 3.4737
*
```

For the highest occupied orbital energy, the calculation gives -0.3958 hartree. The orbital gap comes out at 0.3246 Eh.

List of natural (NBO) charges in e, atom by atom: -0.497 -0.510 -0.489 -0.420 -0.396 -0.034 -0.171 -0.448 -0.024 -0.239 -0.242 0.195 0.275 -0.411 -0.241 0.391 -0.410 -0.224 -0.238 -0.429 -0.319 -0.251 -0.231 -0.240 -0.054 0.297 -0.414 -0.405 -0.110 -0.054 0.224 0.233 0.182 0.230 0.236 0.214 0.216 0.249 0.469 0.220 0.228 0.178 0.253 0.210 0.217 0.184 0.227 0.220 0.220 0.196 0.221 0.236 0.173 0.197 0.230 0.196 0.215 0.233 0.220 0.181 0.206 0.234 0.195

No. 4
Here is a 2-piece molecular cluster, C2H8N2O2 overall from the OMol25 dataset. Energies are from ωB97M-V/def2-TZVPD.

```
! wB97M-V def2-TZVPD RIJCOSX def2/J DEFGRID3
* xyz 0 1
O -0.8084 0.6878 2.5742
O -0.5429 -1.0396 0.4064
N -1.0879 1.5442 -0.4347
N -0.0436 0.7209 -0.8926
C 0.1462 -0.5414 -0.4711
C 1.2805 -1.2742 -1.1466
H -0.5686 0.2508 3.3935
H 1.2656 -1.1232 -2.2221
H 1.1971 -2.3345 -0.9249
H -0.8465 1.9439 0.4736
H -1.9058 0.9545 -0.2751
H 2.2246 -0.9072 -0.7475
H 0.5177 1.1253 -1.6268
H -0.8280 -0.0073 1.8936
*
```

For the highest occupied orbital energy, the calculation gives -0.3613 hartree. The relative energy (zero: lowest compared OMol25 entry of this formula, charge and spin) is 23.6 kcal per mole. The orbital gap comes out at 0.3914 Eh.

List of natural (NBO) charges in e, atom by atom: -0.986 -0.669 -0.649 -0.451 0.667 -0.709 0.468 0.224 0.245 0.373 0.365 0.237 0.389 0.496

No. 5
Here is C3H9IN3 as an isolated structure at a distorted geometry from the OMol25 dataset. Energies are from ωB97M-V/def2-TZVPD.

```
! wB97M-V def2-TZVPD RIJCOSX def2/J DEFGRID3
* xyz 1 1
I -2.5953 -0.5099 0.0379
N 1.5480 -2.5023 0.0089
N -0.1580 0.9772 -1.3070
N 0.9167 -1.2505 -0.1749
C -0.6125 1.9066 0.8164
C -0.5948 0.7357 -0.0400
C 0.2041 -0.6124 0.6394
H 0.9954 -2.9108 0.8393
H -0.1659 -1.1175 1.5405
H 1.6746 -2.9642 -0.8417
H -1.2647 2.7349 0.5620
H -0.9146 1.5547 1.8672
H -0.3911 1.8961 -1.7371
H -0.2676 0.2123 -2.0080
H 1.2126 -0.6683 -1.0159
H 0.4130 2.5186 0.8132
*
```

For the highest occupied orbital energy, the calculation gives -0.4893 hartree. The relative energy (zero: lowest compared OMol25 entry of this formula, charge and spin) is 48.4 kcal per mole. The orbital gap comes out at 0.3235 Eh.

List of natural (NBO) charges in e, atom by atom: 0.030 -0.590 -0.859 -0.295 -0.720 0.179 0.146 0.401 0.249 0.405 0.267 0.256 0.434 0.399 0.436 0.263